230
Properties=species:S:1:pos:R:3:forces:R:3 method="wB97M-V/def2-TZVPD" homo_lumo_gap_ha=0.310 max_force_ha_per_bohr=0.0695 e_tot_ev=-157453.792
K 1.825 4.395 1.812 -0.1 0.2 -0.9
K 3.313 1.619 -0.898 0.1 0.2 -0.2
C 0.267 -0.064 0.389 0.0 1.0 -1.9
C 0.380 1.458 0.709 -0.4 -0.2 -0.4
C -0.728 1.866 1.653 -0.9 -0.2 1.4
O 1.624 1.867 1.131 0.2 -0.2 0.1
H 0.689 -0.190 -0.652 0.6 -0.4 1.2
H -0.768 -0.298 0.091 0.0 -0.1 0.9
H 0.687 -0.725 1.168 -0.2 0.5 -0.6
H 0.125 2.044 -0.218 0.0 -0.6 -0.1
H -0.520 1.742 2.733 0.3 -0.5 -0.5
H -1.690 1.337 1.479 0.5 0.3 -0.1
H -0.925 2.920 1.595 -0.2 0.7 -0.3
Cl 3.910 5.044 -1.520 0.9 -1.1 -3.3
O 2.835 4.180 -1.050 -0.6 0.3 0.3
O 3.637 5.458 -2.936 0.3 -0.5 2.7
O 4.017 6.172 -0.666 0.1 0.6 0.5
O 5.125 4.218 -1.507 -0.8 0.8 0.2
C -0.611 7.092 0.657 -0.3 1.2 0.5
O 0.003 6.055 0.839 0.3 -0.4 -0.2
N -0.443 7.966 -0.348 0.8 0.0 0.7
C -1.131 9.244 -0.457 -0.6 -0.4 1.3
C 0.718 7.837 -1.205 -0.9 -0.5 -1.0
H -1.325 7.465 1.400 -0.5 -0.2 0.0
H -1.777 9.446 0.461 0.4 -0.5 -1.6
H -1.607 9.269 -1.430 -0.9 0.0 0.1
H -0.422 10.042 -0.506 0.8 0.5 0.2
H 1.194 6.870 -1.057 0.1 0.2 0.0
H 0.323 7.895 -2.226 0.4 -0.1 -0.2
H 1.395 8.662 -1.062 0.4 0.2 0.2
C -2.899 6.469 -1.533 -0.2 1.6 -1.3
O -3.783 7.127 -1.031 -0.7 -0.2 1.2
N -2.388 5.296 -1.248 0.1 -1.1 0.7
C -1.339 4.762 -2.092 0.6 1.4 0.3
C -2.814 4.575 -0.073 0.0 -0.5 -0.9
H -2.410 6.894 -2.392 0.5 0.3 -1.0
H -1.342 5.400 -2.990 0.3 -0.4 0.2
H -1.513 3.746 -2.390 -0.1 -0.5 0.0
H -0.363 4.881 -1.579 -0.4 -0.4 -0.3
H -3.551 5.147 0.427 -0.5 0.9 0.6
H -3.364 3.708 -0.435 0.3 -0.6 0.4
H -1.962 4.389 0.573 -0.1 -0.4 0.0
C 2.741 2.558 4.332 -0.2 1.5 -2.5
O 2.837 3.741 3.950 -0.2 -0.9 1.2
N 3.332 2.038 5.374 0.3 -0.6 2.3
C 3.033 0.628 5.651 1.0 -0.2 -0.4
C 3.793 2.921 6.467 0.1 0.9 -0.9
H 2.197 1.833 3.706 0.0 0.1 0.0
H 3.892 0.056 6.070 -0.4 0.7 -0.4
H 2.719 0.140 4.719 0.2 0.2 0.2
H 2.231 0.565 6.338 -0.9 -0.2 0.9
H 4.705 2.532 6.894 0.1 -0.3 0.3
H 4.064 3.907 6.031 -0.3 -0.7 0.1
H 3.022 3.147 7.231 0.3 -0.6 -0.4
C 1.904 -7.083 0.204 1.1 0.8 0.2
C 2.377 -5.708 -0.355 -1.0 -1.3 -0.8
C 3.128 -6.188 -1.566 -0.4 0.9 -1.0
O 2.318 -7.226 -2.123 0.0 0.0 0.7
C 1.499 -7.777 -1.041 -0.3 -1.6 -1.9
H 1.198 -7.123 1.022 -0.4 0.3 0.0
H 2.823 -7.580 0.541 -0.1 0.2 0.3
H 3.016 -5.191 0.268 1.3 1.1 1.7
H 1.656 -4.987 -0.746 -0.7 -0.4 0.5
H 4.134 -6.527 -1.315 0.1 -0.2 -0.2
H 3.159 -5.322 -2.273 0.4 -0.9 0.1
H 1.677 -8.895 -1.069 -0.2 1.2 0.3
H 0.446 -7.612 -1.312 0.2 0.1 0.1
C -2.057 2.048 6.038 1.4 0.5 -0.6
C -0.579 2.461 5.612 -0.6 -0.4 0.1
C -0.849 3.946 5.281 0.4 -0.8 1.1
O -2.130 3.997 4.652 0.8 0.2 0.0
C -2.817 2.782 4.911 -1.1 0.6 1.6
H -2.176 2.481 7.045 -0.5 -0.2 -0.4
H -2.258 0.972 6.057 0.1 0.2 0.0
H -0.234 1.929 4.710 -0.4 0.1 0.3
H 0.219 2.286 6.374 -0.8 0.3 -0.3
H -0.039 4.314 4.642 -0.4 0.4 0.1
H -0.897 4.461 6.276 0.2 0.2 -0.9
H -2.838 2.202 4.027 0.1 -0.9 -1.1
H -3.877 3.058 5.126 0.7 -0.3 0.2
C -6.966 0.269 -0.695 -0.5 -0.2 -0.8
C -5.961 1.348 -0.417 1.1 0.8 -0.4
C -4.648 0.868 0.272 -1.9 -1.0 -1.0
C -3.812 0.005 -0.672 -0.9 -0.2 -0.9
C -3.344 0.824 -1.861 -1.0 1.3 -0.4
C -4.568 1.521 -2.600 0.3 0.8 -1.3
N -5.461 2.127 -1.600 0.2 0.1 0.3
O -6.536 2.790 -2.285 0.5 1.5 0.4
C -4.054 2.698 -3.512 -0.4 -0.2 1.5
C -5.265 0.604 -3.655 0.6 -0.5 1.7
C -6.624 2.361 0.477 -0.9 0.9 -0.2
H -7.694 0.680 -1.407 0.1 -0.2 0.0
H -7.546 0.030 0.191 0.1 -0.1 0.3
H -6.533 -0.642 -1.095 0.0 -0.1 -0.1
H -4.176 1.789 0.507 0.9 0.6 0.7
H -4.984 0.309 1.161 0.5 0.2 -0.1
H -4.433 -0.795 -1.143 0.4 0.1 0.9
H -2.994 -0.407 -0.109 0.5 -0.5 0.0
H -2.694 0.342 -2.603 -0.4 -0.4 0.1
H -2.726 1.613 -1.471 0.4 0.7 0.2
H -4.831 3.007 -4.235 0.4 0.1 0.7
H -3.688 3.518 -2.859 -0.2 -0.2 -0.7
H -3.265 2.246 -4.068 0.9 0.0 -0.6
H -4.865 -0.389 -3.453 0.0 -0.3 -0.9
H -6.294 0.536 -3.408 -1.1 0.0 0.1
H -5.186 0.983 -4.671 0.3 -0.4 0.0
H -6.716 2.011 1.480 0.2 -0.4 0.9
H -7.656 2.589 0.193 0.1 -0.2 -0.3
H -6.122 3.321 0.479 0.4 0.1 0.1
H -6.321 3.776 -2.185 -0.4 -2.1 -0.1
C -1.489 -3.090 -1.581 0.4 1.0 -1.5
C -2.705 -3.875 -2.012 -0.3 -0.6 -1.2
C -3.453 -3.232 -3.161 -0.2 0.1 -0.7
C -2.730 -3.309 -4.511 0.4 -0.4 0.5
C -2.554 -4.759 -4.950 -0.5 -0.2 1.4
C -1.813 -5.541 -3.807 1.3 2.0 0.1
N -2.534 -5.259 -2.535 0.5 -0.1 0.8
O -1.772 -5.965 -1.545 -0.3 -0.8 0.5
C -1.887 -6.999 -3.977 1.0 -2.1 -1.9
C -0.270 -5.177 -3.790 -2.0 1.6 -0.5
C -3.626 -3.924 -0.805 0.9 -0.4 0.6
H -0.981 -3.484 -0.742 0.4 -0.6 1.0
H -1.920 -2.129 -1.327 0.2 0.4 0.4
H -0.719 -2.860 -2.345 -0.6 -0.4 0.2
H -4.362 -3.854 -3.245 0.0 0.7 -0.1
H -3.687 -2.186 -2.926 -0.2 -0.3 0.0
H -1.753 -2.837 -4.458 0.2 0.2 0.1
H -3.276 -2.752 -5.237 -0.6 0.4 -0.7
H -2.161 -4.851 -5.966 0.5 -0.2 0.4
H -3.552 -5.198 -4.958 -0.2 -0.1 -0.3
H -2.822 -7.398 -3.634 -0.4 -0.4 0.3
H -1.835 -7.230 -5.060 -0.2 0.1 0.3
H -1.000 -7.570 -3.608 -0.8 0.5 0.3
H 0.076 -5.578 -4.740 0.6 0.2 0.1
H -0.193 -4.068 -3.738 0.3 -0.8 -0.5
H 0.260 -5.537 -2.936 0.2 -0.7 0.4
H -4.584 -4.368 -1.011 -0.3 -0.3 -0.2
H -3.767 -2.936 -0.374 -0.1 0.1 -0.1
H -3.070 -4.513 -0.071 -0.4 -0.1 0.2
H -2.243 -6.815 -1.431 0.3 0.8 0.0
C 1.510 2.388 -5.763 -0.4 -0.7 -1.0
C 1.109 2.016 -4.334 0.9 -0.5 0.2
C -0.349 1.580 -4.226 0.3 -1.9 0.1
C -0.512 0.115 -4.750 1.0 0.3 -0.4
C 0.540 -0.762 -3.938 -0.8 -0.5 -1.8
C 2.011 -0.359 -4.119 -0.4 0.0 -0.5
N 2.027 1.033 -3.652 -0.7 -0.1 -0.2
O 3.352 1.527 -3.574 -0.2 -0.1 -0.6
C 2.865 -1.147 -3.155 -0.5 0.0 0.6
C 2.585 -0.698 -5.535 -1.6 0.6 0.7
C 1.240 3.229 -3.502 1.1 2.3 0.2
H 0.955 3.301 -5.931 0.3 0.4 -0.5
H 1.247 1.704 -6.586 -0.4 -0.1 0.6
H 2.573 2.520 -5.974 0.1 0.5 0.6
H -0.620 1.586 -3.147 0.0 0.1 -0.6
H -0.954 2.308 -4.760 -0.2 0.0 -0.1
H -0.386 0.073 -5.871 0.5 0.1 1.1
H -1.539 -0.234 -4.684 -0.1 -0.2 0.7
H 0.508 -1.830 -4.185 -0.3 0.1 -0.4
H 0.263 -0.768 -2.903 0.0 0.5 0.8
H 2.683 -0.664 -2.207 0.1 -0.2 0.5
H 2.535 -2.189 -3.068 0.2 0.1 -0.2
H 3.918 -1.072 -3.390 0.2 -0.2 0.0
H 3.563 -0.262 -5.589 0.6 0.2 -0.4
H 2.653 -1.771 -5.590 0.3 -0.5 0.0
H 1.924 -0.395 -6.348 0.3 0.2 0.0
H 2.258 3.659 -3.572 -0.4 -0.4 0.4
H 0.976 3.049 -2.460 0.1 0.0 0.0
H 0.660 4.077 -3.882 -0.4 -0.3 0.0
H 3.603 1.734 -4.487 0.3 0.1 0.1
C 3.451 -1.787 0.480 -0.7 0.9 -0.7
C 4.727 -1.248 1.072 -0.6 -1.3 1.4
C 5.892 -1.493 0.164 -0.6 0.4 -0.1
C 7.110 -0.828 0.768 0.5 0.3 0.3
C 6.924 0.690 0.958 -0.9 -0.8 -0.7
C 5.691 0.974 1.802 0.5 -0.7 1.0
N 4.583 0.198 1.239 -0.6 0.3 -0.5
O 3.439 0.440 2.010 -0.3 -0.4 1.0
C 5.980 0.672 3.291 -0.7 0.4 0.0
C 5.366 2.436 1.717 -0.1 0.4 -0.4
C 4.806 -2.132 2.382 -0.4 0.1 -0.7
H 2.645 -1.684 1.180 -0.5 0.3 0.3
H 3.510 -2.822 0.308 0.5 -1.6 -0.3
H 3.140 -1.370 -0.479 0.2 0.3 0.2
H 5.974 -2.570 -0.042 0.3 0.3 0.1
H 5.560 -0.998 -0.765 0.7 -0.2 -0.1
H 7.945 -1.044 0.131 0.8 0.1 -0.2
H 7.353 -1.225 1.776 -0.2 -0.2 -0.7
H 6.809 1.235 0.012 0.0 -0.4 -0.1
H 7.748 1.139 1.454 1.0 0.3 0.4
H 6.535 1.526 3.678 0.2 -0.2 0.2
H 5.050 0.588 3.873 0.3 0.1 -0.3
H 6.547 -0.223 3.438 0.4 -0.5 0.1
H 6.019 3.036 2.383 -0.7 -0.2 -0.5
H 5.524 2.730 0.693 0.2 0.6 -0.5
H 4.305 2.566 1.886 -0.1 0.4 0.6
H 5.731 -2.088 2.919 0.5 0.1 0.3
H 4.664 -3.196 2.066 0.0 0.8 0.4
H 3.980 -1.822 3.042 0.3 -0.2 -0.1
H 2.670 0.905 1.503 0.1 0.3 0.1
C -2.639 -4.131 5.166 -2.1 1.5 0.4
C -1.851 -3.314 4.210 0.3 0.5 -0.9
C -1.480 -1.966 4.893 0.6 -0.7 -1.1
C -0.400 -1.275 4.084 -0.4 0.8 0.4
C 0.832 -2.091 3.865 -0.4 -0.6 -0.9
C 0.534 -3.464 3.231 -2.1 0.8 0.2
N -0.574 -4.061 4.062 1.0 2.3 0.1
O -0.816 -5.333 3.584 -0.3 -1.3 -0.3
C 0.124 -3.338 1.758 -1.0 -0.3 0.1
C 1.742 -4.328 3.406 -0.6 -0.3 -1.1
C -2.665 -3.041 2.898 0.2 0.0 1.5
H -3.417 -3.501 5.634 0.2 -0.1 -0.2
H -2.041 -4.453 5.957 1.1 -0.8 1.2
H -3.167 -4.925 4.717 -0.4 -1.2 -0.6
H -2.332 -1.274 4.993 0.1 -0.6 0.2
H -1.016 -2.233 5.822 -0.2 0.0 1.0
H -0.087 -0.378 4.632 -0.3 0.2 -0.3
H -0.882 -1.011 3.155 0.3 0.6 -0.5
H 1.272 -2.305 4.800 0.6 -0.2 1.4
H 1.581 -1.508 3.325 0.0 -0.2 -0.4
H 1.012 -3.438 1.192 1.0 -0.1 -0.9
H -0.557 -4.172 1.457 0.5 0.6 0.3
H -0.329 -2.371 1.469 0.1 -0.7 0.4
H 1.801 -4.554 4.461 0.7 -0.1 0.2
H 1.666 -5.230 2.783 0.1 0.1 0.4
H 2.501 -3.696 2.974 1.0 -0.2 0.4
H -2.189 -2.286 2.331 0.5 0.7 -0.8
H -3.618 -2.626 3.192 -0.5 0.0 0.2
H -2.845 -3.891 2.271 0.1 -0.7 -0.2
H -0.411 -5.860 4.281 -0.2 -0.4 -0.2